A 2-piece molecular cluster, C5H14S overall in a non-equilibrium geometry, computed with wB97M-V/def2-TZVPD.

Its HOMO-LUMO gap is 9.44 eV. The calculation puts the LUMO energy at 0.96 eV. The calculation puts the energy relative to the best compared isomer or geometry (same formula, charge and spin) at 7.3 kcal/mol. As for the charge: 0. Its structure (SMILES) is CCC.CSC. The highest occupied orbital energy is -8.5 eV.

Each line ends with the natural charge from an NBO analysis.
Element x y z (Å)
C 0.769 -3.232 0.180  -0.608
C 0.349 -2.255 1.271  -0.397
C 1.435 -1.279 1.688  -0.606
H 1.829 -3.483 0.265  0.202
H 0.711 -2.758 -0.800  0.201
H 0.144 -4.124 0.159  0.210
H -0.516 -1.676 0.908  0.185
H -0.114 -2.785 2.107  0.195
H 2.203 -1.776 2.281  0.201
H 1.954 -0.917 0.793  0.204
H 1.021 -0.410 2.192  0.210
C -1.545 1.526 0.386  -0.735
S -0.102 2.014 -0.597  0.171
C -0.560 1.461 -2.254  -0.750
H -1.609 0.446 0.455  0.210
H -1.439 2.015 1.349  0.231
H -2.453 1.924 -0.080  0.212
H -0.222 2.220 -2.960  0.227
H -1.634 1.397 -2.401  0.220
H -0.065 0.523 -2.477  0.215

Forces on atoms 1 to 6 (eV/Å):
C 0.333 0.304 -0.196
C -1.103 0.282 -0.202
C 0.220 -0.238 -0.505
H -0.116 -0.384 0.283
H -0.192 0.079 -0.104
H 0.167 -0.062 0.008



A 2-piece molecular cluster, C5H14S overall in a non-equilibrium geometry, computed with wB97M-V/def2-TZVPD.

Its HOMO-LUMO gap is 10.02 eV. The calculation puts the LUMO energy at 1.06 eV. The calculation puts the energy relative to the best compared isomer or geometry (same formula, charge and spin) at 10.1 kcal/mol. As for the charge: 0. Its structure (SMILES) is CCC.CCS. The highest occupied orbital energy is -9.0 eV.

Each line ends with the natural charge from an NBO analysis.
Element x y z (Å)
C -1.761 -0.092 -0.082  -0.600
C -3.150 -0.434 0.471  -0.395
C -4.142 -0.702 -0.647  -0.607
H -1.809 0.696 -0.832  0.197
H -1.082 0.209 0.709  0.214
H -1.419 -0.919 -0.697  0.200
H -3.014 -1.324 1.094  0.191
H -3.469 0.373 1.139  0.192
H -5.183 -0.816 -0.345  0.209
H -3.800 -1.588 -1.174  0.200
H -4.147 0.119 -1.371  0.199
C 4.615 0.606 0.426  -0.622
C 3.352 0.670 -0.389  -0.488
S 1.780 0.264 0.485  -0.093
H 5.458 0.802 -0.234  0.215
H 4.633 1.423 1.153  0.216
H 4.772 -0.314 0.973  0.214
H 3.287 0.117 -1.327  0.214
H 3.116 1.702 -0.643  0.220
H 1.963 -0.792 1.292  0.124

Forces on atoms 1 to 6 (eV/Å):
C -0.837 0.030 -0.570
C 0.471 0.293 0.262
C 0.061 0.337 -0.223
H -0.142 0.510 0.231
H 0.261 -0.238 -0.118
H 0.533 -0.398 0.406



A 2-piece molecular cluster, C5H14S overall in a non-equilibrium geometry, computed with wB97M-V/def2-TZVPD.

Its HOMO-LUMO gap is 10.01 eV. The calculation puts the LUMO energy at 0.94 eV. The calculation puts the energy relative to the best compared isomer or geometry (same formula, charge and spin) at 15.5 kcal/mol. As for the charge: 0. Its structure (SMILES) is CCC.CCS. The highest occupied orbital energy is -9.1 eV.

Each line ends with the natural charge from an NBO analysis.
Element x y z (Å)
C -0.813 -2.230 -1.335  -0.617
C -1.345 -0.902 -1.927  -0.388
C -2.225 -0.087 -0.965  -0.611
H -0.328 -2.140 -0.362  0.207
H -1.609 -2.951 -1.475  0.205
H -0.031 -2.587 -2.020  0.206
H -0.477 -0.322 -2.271  0.197
H -1.909 -1.122 -2.847  0.189
H -2.869 0.565 -1.541  0.208
H -1.591 0.525 -0.328  0.204
H -2.751 -0.818 -0.335  0.201
C 1.931 1.936 2.434  -0.609
C 1.540 0.607 1.729  -0.526
S 1.979 0.607 -0.019  -0.033
H 3.024 2.034 2.282  0.208
H 1.513 2.645 1.712  0.204
H 1.584 2.066 3.448  0.222
H 0.436 0.617 1.892  0.200
H 1.845 -0.362 2.140  0.222
H 2.096 1.920 -0.211  0.115

Forces on atoms 1 to 6 (eV/Å):
C 0.303 0.607 -1.699
C 0.547 0.037 -0.089
C 0.838 -0.824 -0.244
H -0.571 -0.104 0.152
H -0.125 -0.409 0.965
H 0.007 0.013 0.168



C5H14SSi as an isolated structure in a non-equilibrium geometry, computed with wB97M-V/def2-TZVPD.

Its HOMO-LUMO gap (spin up / spin down) is 6.03 / 6.03 eV. The calculation puts the LUMO energy (spin up / spin down) at -1.02 / -1.02 eV. The calculation puts the energy relative to the best compared isomer or geometry (same formula, charge and spin) at 102.0 kcal/mol. As for the charge: 0. The highest occupied orbital energy (spin up / spin down) is -7.1 / -7.1 eV.

Each line ends with the natural charge from an NBO analysis.
Element x y z (Å)
C -2.551 -0.015 0.940  -0.581
C -1.448 1.551 -0.690  -0.616
C 0.040 -1.955 1.433  -1.156
C 1.233 -0.455 -1.494  -1.274
C -1.137 0.537 0.514  -0.698
Si 0.173 -0.716 -0.022  1.764
S 3.785 0.778 -0.618  -0.686
H -2.557 -0.700 1.708  0.205
H -3.008 0.949 1.384  0.213
H -3.086 -0.427 0.149  0.208
H -1.272 0.976 -1.629  0.197
H -0.738 2.306 -0.882  0.223
H -2.387 2.072 -0.684  0.219
H 0.930 -2.537 1.421  0.251
H 0.049 -1.294 2.304  0.252
H -0.695 -2.794 1.553  0.281
H 0.664 0.168 -2.161  0.271
H 2.202 0.211 -1.241  0.293
H 1.856 -1.278 -1.848  0.293
H -0.774 1.019 1.331  0.231
H 4.112 -0.454 -0.041  0.108

Forces on atoms 1 to 6 (eV/Å):
C 1.381 3.789 0.665
C 1.205 -1.966 -0.345
C 0.259 -0.380 -0.794
C -1.429 -1.295 1.742
C -2.066 -0.495 -4.124
Si -0.821 -0.209 0.084



An isolated ion of composition C5H15BNO2 and charge +1 in a non-equilibrium geometry, computed with wB97M-V/def2-TZVPD.

Its HOMO-LUMO gap is 11.62 eV. The calculation puts the LUMO energy at -3.18 eV. The calculation puts the energy relative to the best compared isomer or geometry (same formula, charge and spin) at 0.0 kcal/mol. As for the charge: +1. Its structure (SMILES) is CC[C@H](C)[C@@H]([NH3+])B(O)O. The highest occupied orbital energy is -14.8 eV.

Each line ends with the natural charge from an NBO analysis.
Element x y z (Å)
C 2.234 1.129 -0.798  -0.601
C 1.864 -0.025 0.175  -0.421
C 0.471 0.157 0.699  -0.211
C 0.170 -0.977 1.659  -0.652
C -0.638 0.290 -0.539  -0.384
N -0.469 -0.853 -1.412  -0.675
B -2.231 0.455 -0.001  1.113
O -2.620 1.644 0.471  -0.863
O -2.813 -0.710 -0.213  -0.902
H 2.039 2.037 -0.295  0.221
H 1.621 0.951 -1.779  0.167
H 3.291 1.155 -1.145  0.243
H 1.920 -0.988 -0.228  0.167
H 2.612 0.008 0.929  0.244
H 0.667 1.074 1.376  0.251
H 0.995 -1.276 2.336  0.245
H -0.574 -0.892 2.492  0.241
H -0.104 -1.920 1.097  0.184
H -0.226 1.173 -0.907  0.255
H -1.131 -1.567 -1.140  0.461
H 0.519 -1.200 -1.322  0.440
H -0.497 -0.658 -2.396  0.442
H -3.340 1.734 1.050  0.514
H -3.759 -0.741 -0.109  0.518

Forces on atoms 1 to 6 (eV/Å):
C -0.118 -2.478 -2.420
C 0.277 1.994 -1.411
C -0.529 0.811 1.949
C -0.731 -2.139 1.167
C -0.120 1.336 4.534
N 2.294 -0.726 -0.056



C5H15ClHgNO2 as an isolated structure in a non-equilibrium geometry, computed with wB97M-V/def2-TZVPD.

Its HOMO-LUMO gap is 2.15 eV. The calculation puts the LUMO energy at -9.72 eV. As for the charge: +1. The highest occupied orbital energy is -11.9 eV.

Each line ends with the natural charge from an NBO analysis.
Element x y z (Å)
Hg -4.729 -1.839 1.560  1.203
Cl -2.187 -2.188 1.803  -0.292
C 0.313 0.015 0.299  -0.629
C 0.829 0.400 -1.077  -0.073
C 0.047 1.566 -1.700  -0.060
O -1.290 1.198 -1.994  -0.552
C -1.951 2.076 -2.881  -0.261
N 2.204 0.872 -0.847  -0.784
H 0.521 0.799 1.029  0.228
H 0.684 -0.915 0.733  0.202
H -0.780 -0.048 0.293  0.203
H 0.851 -0.461 -1.752  0.184
H 0.544 1.817 -2.641  0.172
H 0.036 2.414 -1.011  0.180
H -1.428 2.394 -3.785  0.181
H -2.368 2.965 -2.398  0.170
H -2.862 1.618 -3.272  0.187
H 2.715 0.077 -0.480  0.360
H 2.638 1.114 -1.732  0.362
C 1.342 -2.523 3.271  -0.260
O 0.402 -1.651 3.902  -0.704
H 1.790 -3.130 4.055  0.197
H 0.961 -3.183 2.490  0.159
H 2.076 -1.861 2.805  0.175
H -0.358 -1.523 3.327  0.449

Forces on atoms 1 to 6 (eV/Å):
Hg 2.472 -0.315 0.237
Cl -2.522 0.296 -0.311
C -1.205 0.182 0.525
C 0.432 0.451 0.560
C -0.134 -0.438 -0.116
O -0.072 -0.263 -0.383